(1)
Formula: C13H43N2O12
Source: the Open Molecules 2025 dataset
Level of theory: ωB97M-V/def2-TZVPD

## Properties
**E**: -41718.1685 eV
**2S+1**: 1
**M**: 419.489 g mol⁻¹
**Orbital gap**: 8.34 eV
**Total charge**: +1
**HOMO energy**: -11.99 eV

The geometry in XYZ format:
```
70
Properties=species:S:1:pos:R:3:forces:R:3
C -0.2881 -3.7604 3.1244 0.2 0.1 0.0
C -0.9921 -3.2222 2.3064 0.6 1.0 -0.7
C -1.5353 -2.3651 1.1703 0.2 -1.1 0.9
C -0.7166 -1.0847 1.0002 -0.6 -2.1 1.2
N 0.4458 -0.9151 1.6562 -1.2 2.2 -2.0
C 0.9303 0.3197 1.2306 1.9 0.4 0.8
C 2.2867 0.7570 1.7961 -0.7 0.9 -0.3
C 3.3826 1.0044 0.7203 0.7 -0.7 0.2
C 4.0097 -0.3031 0.0711 -0.6 -0.1 -0.3
C 3.4130 -1.6517 0.5762 -0.5 0.3 -0.8
C 0.0576 0.9064 0.3488 1.1 -1.6 1.4
N -0.9788 -0.0428 0.2351 0.0 1.4 -0.4
C -2.1045 0.2128 -0.6803 -1.9 1.0 -1.4
C -3.4687 -0.3155 -0.1890 0.3 -0.3 0.2
C -3.9901 -0.0224 1.0516 0.2 0.1 -1.0
H 0.4300 -4.1904 3.8168 -0.8 0.0 -0.3
H -2.5937 -2.1831 1.4152 0.6 0.1 -0.6
H -1.4342 -2.9945 0.2603 -0.4 0.5 0.3
H 0.9105 -1.5198 2.3196 -0.3 -0.2 -0.2
H 2.1178 1.7341 2.3042 0.1 -0.6 -0.2
H 2.5695 0.0418 2.5910 0.1 0.3 -0.5
H 4.2129 1.5250 1.2418 -0.6 -0.1 -0.4
H 2.9727 1.6623 -0.0806 0.3 -0.4 0.7
H 3.7960 -0.2474 -1.0201 0.2 -0.1 0.6
H 5.1112 -0.3476 0.1510 -0.6 0.4 0.3
H 3.3028 -1.7235 1.6733 0.4 0.0 -0.5
H 2.3948 -1.7550 0.1356 0.6 -0.1 0.3
H 3.9997 -2.5016 0.1827 -0.2 0.4 0.4
H 0.2036 1.8689 -0.1460 -0.6 -0.6 -0.1
H -1.8647 -0.2622 -1.6517 -0.1 0.2 0.5
H -2.1739 1.3055 -0.8860 0.5 -0.6 0.4
H -4.0077 -0.9925 -0.8857 1.2 -1.0 1.1
H -4.1434 -0.8532 1.7638 -1.8 0.5 -0.7
H -4.2854 1.0204 1.2721 1.7 -0.4 1.0
O -4.3029 -4.4964 1.0169 0.2 0.3 0.0
H -4.6430 -3.6004 1.1137 -0.2 -0.1 0.0
H -3.4682 -4.4900 1.4980 -0.1 -0.2 0.1
O 0.8762 -4.6379 0.1173 -0.2 0.2 0.0
H 0.2394 -5.2986 -0.1776 0.1 -0.1 0.0
H 0.4988 -4.2895 0.9344 0.1 -0.2 0.0
O 6.4694 0.9327 1.7993 0.3 0.0 0.2
H 6.6586 0.2679 2.4744 -0.1 -0.1 -0.1
H 7.2725 0.9596 1.2660 0.0 0.1 0.0
O -5.8802 -0.0613 -2.5691 0.2 -0.1 0.2
H -5.7360 0.4896 -1.7880 -0.3 0.2 -0.1
H -4.9931 -0.2642 -2.8837 -0.1 0.0 -0.2
O -8.5808 -1.9598 -2.3688 0.1 0.0 0.1
H -8.2969 -2.7602 -1.9160 -0.1 0.0 0.0
H -7.7759 -1.4351 -2.4516 0.0 0.1 -0.1
O 2.5851 3.2502 -1.5786 -0.4 0.0 0.0
H 3.3746 3.7319 -1.3125 0.0 0.0 -0.1
H 2.7112 3.1046 -2.5306 0.2 0.0 0.2
O -6.9073 2.8103 -1.9003 0.1 -0.3 0.0
H -7.8351 2.6901 -1.6564 0.0 0.3 0.0
H -6.8579 2.4761 -2.8027 0.0 0.0 0.0
O 3.8671 3.2364 -4.0203 0.0 0.2 -0.2
H 3.6697 4.0833 -4.4347 0.0 0.0 0.0
H 4.6095 2.8898 -4.5331 0.0 -0.1 -0.1
O 5.9254 2.8900 -6.3434 -0.1 0.2 0.0
H 5.7346 3.7352 -6.7647 0.0 0.0 0.0
H 6.6666 2.5385 -6.8478 0.0 -0.1 0.1
O 6.5755 2.5942 4.3145 -0.1 -0.1 0.0
H 5.6662 2.4457 4.5911 0.0 0.1 0.0
H 6.6111 2.2417 3.4147 0.0 0.1 0.0
O -9.6471 4.0754 -1.6813 -0.1 0.0 0.1
H -9.6597 4.8698 -2.2253 0.1 -0.1 0.0
H -10.3094 4.2448 -1.0029 0.0 -0.1 0.0
O 4.6301 -2.0138 3.9306 -0.3 0.1 0.0
H 3.9974 -2.6972 3.6861 0.2 -0.1 0.0
H 4.2842 -1.6579 4.7571 0.2 0.0 0.0
```
Forces are in eV/Å.

---

(2)
Formula: C13H46N14O10
Source: the Open Molecules 2025 dataset
Level of theory: ωB97M-V/def2-TZVPD

## Properties
**E**: -55571.1117 eV
**Energy relative to the best compared isomer or geometry (same formula, charge and spin)**: 47.3 kJ/mol
**SMILES**: NC(N)=O.NC(N)=O.NC(N)=O.NC(N)=O.NC(N)=O.NC(N)=O.NC(N)=O.CCO.CCO.CCO
**2S+1**: 1
**M**: 558.599 g mol⁻¹
**Orbital gap**: 9.29 eV
**HOMO energy**: -9.12 eV

The geometry in XYZ format:
```
83
Properties=species:S:1:pos:R:3:forces:R:3
C -4.4675 -0.2384 0.7431 -2.3 1.6 -0.2
O -5.4591 0.4353 0.4147 0.8 -0.4 0.2
N -4.2546 -0.5962 2.0424 1.1 -0.7 -0.8
N -3.5410 -0.6393 -0.1363 0.9 -1.2 0.5
H -4.7752 -0.1858 2.7867 -0.2 -0.1 0.0
H -3.4487 -1.1924 2.1620 -0.2 0.1 0.8
H -3.5849 -0.3739 -1.0987 -0.3 -0.1 0.1
H -2.7480 -1.1556 0.2410 -0.6 0.2 -0.6
C -1.3925 0.1194 4.7807 1.7 -0.9 0.4
O -0.4543 -0.6916 4.7702 -0.6 0.3 -0.2
N -2.3574 0.0704 5.7382 -0.7 0.5 -0.3
N -1.4692 1.1396 3.9049 -0.5 -0.1 0.1
H -2.2988 -0.5675 6.5062 0.1 -0.3 -0.1
H -3.2177 0.5633 5.5813 0.0 0.0 0.3
H -2.2812 1.7241 3.9229 0.2 0.3 -0.2
H -0.7643 1.2438 3.1971 0.0 0.0 -0.1
C -0.5527 -2.9156 -2.5932 1.2 -1.3 -0.3
O -0.3305 -4.0532 -2.1718 -0.3 0.5 0.2
N 0.0260 -2.4393 -3.7303 -0.9 0.9 0.0
N -1.3117 -2.0052 -1.9282 -0.6 0.1 0.2
H 0.7697 -2.8686 -4.2414 -0.1 -0.5 0.3
H -0.2605 -1.5194 -4.0196 0.4 0.3 -0.3
H -1.8475 -2.3048 -1.1250 0.1 -0.3 -0.2
H -1.5373 -1.1229 -2.3498 0.1 0.1 -0.1
C 0.0898 1.8253 -4.3092 0.4 -0.5 0.1
O 0.2297 0.6099 -4.4902 -0.4 0.5 0.3
N -0.1277 2.6799 -5.3439 0.0 -0.2 0.1
N 0.1600 2.4261 -3.0935 -0.3 -0.4 0.0
H -0.0289 2.2994 -6.2670 0.0 0.3 -0.1
H -0.1795 3.6574 -5.1421 0.0 0.2 -0.5
H 0.2266 1.8686 -2.2515 0.4 0.1 0.0
H 0.2393 3.4185 -2.9958 0.0 0.1 0.0
C 1.4660 3.0958 2.6864 -1.4 0.1 1.0
O 1.6091 3.3987 3.8739 0.4 -0.3 -0.9
N 2.1518 2.1548 2.0109 1.2 -1.0 0.6
N 0.4499 3.6536 1.9450 -0.1 0.3 -0.5
H 2.7630 1.5852 2.5806 0.2 0.3 -0.2
H 1.8831 1.7464 1.1201 -0.2 0.7 0.1
H 0.2751 3.2568 1.0344 -0.1 0.0 0.1
H -0.3165 4.0480 2.4592 0.1 0.1 0.0
C 0.5249 0.3354 -0.2876 0.1 0.8 -0.4
O 0.8832 1.5304 -0.4764 -0.2 -0.6 0.1
N -0.5650 0.0380 0.4398 -0.2 0.4 0.2
N 1.2071 -0.6938 -0.8065 -0.2 0.2 0.3
H -1.1891 0.7911 0.7156 0.2 -0.2 0.0
H -0.9554 -0.8915 0.4344 0.3 -0.1 0.2
H 2.0483 -0.5229 -1.3368 -0.1 -0.4 0.1
H 0.8053 -1.6087 -0.6925 0.4 -0.2 -0.3
C -0.8945 -3.1596 1.4992 0.5 0.2 -0.7
O -1.8106 -2.5385 0.9107 0.1 -0.4 0.9
N -0.5694 -4.4042 1.1133 -0.5 -0.7 -0.3
N -0.1012 -2.6001 2.4344 -0.7 0.2 -0.2
H -1.1080 -4.8195 0.3700 0.1 0.2 -0.2
H 0.2527 -4.9051 1.3901 0.1 0.2 0.3
H 0.6234 -3.1581 2.8423 0.0 0.1 0.4
H -0.4550 -1.7899 2.9300 0.4 0.0 0.3
C 3.1341 -1.5649 1.8287 0.8 0.0 0.3
C 4.3778 -0.7721 1.3713 -1.1 -1.2 0.0
O 4.6216 0.3292 2.2236 0.2 -0.1 -0.1
H 3.2683 -1.9659 2.8389 0.1 0.2 0.1
H 3.0198 -2.4572 1.2092 -0.3 0.2 -0.3
H 2.2613 -0.9155 1.8353 -0.2 -0.2 -0.2
H 4.1711 -0.4559 0.3501 0.2 0.6 0.1
H 5.2096 -1.4813 1.3130 0.3 0.2 0.2
H 4.6969 -0.0370 3.1121 0.1 0.2 0.0
C -3.0642 2.0971 -1.1332 -0.3 -0.6 -1.4
C -2.5117 2.8212 0.0617 -0.4 -0.2 0.1
O -2.5627 1.9653 1.2234 0.6 0.2 -0.2
H -3.0601 2.6667 -2.0670 0.0 0.6 0.3
H -4.0639 1.6683 -1.0365 0.0 0.5 0.4
H -2.4199 1.2543 -1.4053 0.2 0.1 0.3
H -3.0353 3.7419 0.3181 0.0 0.1 -0.3
H -1.4731 3.0417 -0.1902 0.1 0.1 0.5
H -3.2226 2.2783 1.8418 -0.2 0.0 -0.2
C 3.2297 -0.7972 -4.4732 0.3 -0.5 0.1
C 3.8260 -0.2564 -3.1828 -0.9 0.4 -0.2
O 3.7650 -1.1784 -2.0898 0.7 -0.1 -0.3
H 3.8349 -1.5610 -4.9696 0.3 0.1 0.2
H 3.1030 0.0298 -5.1700 -0.3 0.0 0.0
H 2.2799 -1.2778 -4.2426 -0.1 0.4 -0.1
H 3.1701 0.5586 -2.8599 0.2 0.2 -0.1
H 4.8173 0.1723 -3.3425 0.1 -0.2 0.2
H 4.5981 -1.6582 -2.0586 -0.1 -0.1 0.1
```
Forces are in eV/Å.

---

(3)
Formula: C13H46N14O13
Source: the Open Molecules 2025 dataset
Level of theory: ωB97M-V/def2-TZVPD

## Properties
**E**: -61711.3859 eV
**Energy relative to the best compared isomer or geometry (same formula, charge and spin)**: 220.7 kJ/mol
**SMILES**: NC(N)=O.NC(N)=O.NC(N)=O.NC(N)=O.NC(N)=O.NC(N)=O.NC(N)=O.OCCO.OCCO.OCCO
**2S+1**: 1
**M**: 606.596 g mol⁻¹
**Orbital gap**: 9.83 eV
**HOMO energy**: -9.66 eV

The geometry in XYZ format:
```
86
Properties=species:S:1:pos:R:3:forces:R:3
C 1.0125 5.5322 0.9207 -0.1 0.2 0.3
O -0.0494 5.1543 0.4607 0.1 -0.3 -0.3
N 1.6319 6.6578 0.4433 -0.1 -0.2 -0.4
N 1.6948 4.8699 1.9154 -0.2 0.4 -0.1
H 2.3260 7.1750 0.9484 0.1 0.0 0.0
H 1.1207 7.1010 -0.2991 0.1 0.3 0.1
H 1.1045 4.2214 2.4142 0.1 -0.1 0.1
H 2.2582 5.4921 2.4740 0.1 -0.4 0.3
C 3.7273 -2.3966 -0.5893 -0.6 -0.1 -0.4
O 4.0998 -1.2442 -0.4485 0.4 -0.1 0.0
N 3.3042 -2.9061 -1.7895 0.7 -0.3 0.7
N 3.5926 -3.2606 0.4740 0.1 0.7 -0.2
H 3.5074 -2.4079 -2.6349 -0.2 0.0 0.0
H 2.6654 -3.6785 -1.7929 0.2 -0.1 -0.4
H 3.4798 -4.2480 0.3462 0.2 -0.1 0.1
H 4.0264 -2.8912 1.3020 -0.1 -0.4 0.2
C -3.2483 -3.4145 1.1920 -0.7 0.4 -0.6
O -3.4221 -3.9265 0.1026 0.3 -0.1 0.2
N -3.8006 -3.8950 2.3558 0.0 0.0 0.5
N -2.6815 -2.1829 1.3766 0.7 0.5 0.6
H -4.2451 -4.7938 2.3664 0.2 -0.1 -0.3
H -3.4453 -3.5662 3.2370 0.1 -0.1 0.0
H -2.4376 -1.8760 2.3052 -0.1 -0.1 0.0
H -2.1711 -1.6775 0.6751 -0.2 -0.5 -0.5
C -4.3420 0.7193 1.9242 0.5 0.0 -0.1
O -3.2678 0.8952 2.4783 0.2 -0.2 -0.1
N -4.8256 1.6071 1.0029 -0.4 -0.2 -0.1
N -5.0999 -0.3963 2.0938 -0.2 0.4 0.2
H -4.3506 2.4794 0.8681 -0.1 0.1 0.2
H -5.7587 1.4806 0.6527 0.1 0.3 -0.2
H -4.6715 -1.1712 2.5581 -0.2 -0.1 0.1
H -6.0561 -0.4367 1.7971 0.0 -0.2 -0.1
C 0.4393 -4.7998 2.4330 -0.7 -0.1 -0.5
O 0.2626 -4.5447 3.6029 0.2 0.0 0.3
N 0.4095 -3.8343 1.4490 0.1 -0.5 0.6
N 0.5907 -6.0715 1.9298 0.2 0.3 -0.3
H 0.4652 -4.0990 0.4850 0.1 0.4 -0.1
H 0.5217 -2.8925 1.7750 0.0 0.1 -0.3
H 0.7505 -6.1823 0.9460 -0.1 -0.3 0.1
H 0.5296 -6.8887 2.5040 0.0 0.1 0.2
C -3.0472 1.4484 -2.7378 0.0 -1.4 0.0
O -4.1271 1.1587 -3.2110 -0.1 0.4 -0.1
N -2.7620 1.4339 -1.4007 0.6 0.6 0.2
N -1.8930 1.6682 -3.4633 0.6 0.5 0.0
H -1.9245 1.9209 -1.1242 0.0 -0.2 0.2
H -3.4194 1.2073 -0.6779 -0.4 0.0 -0.2
H -1.8581 1.5843 -4.4622 -0.6 -0.1 0.0
H -1.0403 1.3822 -3.0038 0.0 0.1 0.0
C 2.2965 0.3555 4.4711 -0.8 0.0 0.2
O 1.9414 -0.3078 5.4308 0.5 0.2 0.1
N 3.4165 0.0936 3.7459 0.6 -0.2 -0.3
N 1.5447 1.4119 4.0181 0.3 0.0 -0.1
H 4.0677 -0.5801 4.0993 -0.2 -0.2 0.1
H 3.6812 0.5712 2.9041 -0.1 0.2 0.1
H 0.8508 1.7654 4.6484 -0.2 -0.1 -0.2
H 1.7150 1.8553 3.1318 -0.1 0.1 0.0
C -0.5962 -1.9135 -3.4685 1.1 0.0 1.0
C 0.7520 -2.5039 -3.0389 -0.4 0.2 -1.0
O 1.2257 -3.2861 -4.1526 0.3 0.0 0.6
O -1.5263 -2.9743 -3.3634 -0.2 0.0 -0.1
H -0.4521 -1.5818 -4.5009 -0.2 0.1 -0.1
H -0.8064 -1.0544 -2.8281 -0.4 -0.1 0.0
H 0.6867 -3.1318 -2.1428 -0.5 0.0 0.0
H 1.4907 -1.7417 -2.7921 -0.3 0.1 -0.4
H 0.4507 -3.7748 -4.4522 0.1 -0.2 -0.1
H -2.4244 -2.6320 -3.3445 0.0 0.0 0.0
C 0.1980 0.6903 0.9992 0.9 -1.0 0.8
C 0.8065 -0.2042 -0.0587 -1.3 -0.8 -1.0
O 0.4760 0.2481 -1.3810 0.2 0.2 0.0
O 0.7202 2.0013 0.9894 -0.2 0.2 0.1
H 0.4768 0.2644 1.9712 0.1 0.1 0.0
H -0.8926 0.5843 1.0071 -0.1 0.6 -0.4
H 0.2508 -1.1534 0.0145 0.1 0.0 0.1
H 1.8545 -0.5013 -0.0215 0.2 0.7 0.4
H 0.7290 1.1770 -1.4911 0.0 -0.2 0.2
H 0.3999 2.4929 0.2197 -0.1 0.1 0.1
C 1.9634 3.7340 -3.4414 -0.7 1.0 0.1
C 1.6414 3.5701 -1.9547 1.0 0.4 -0.5
O 0.3544 3.0072 -1.7965 0.3 -0.6 0.5
O 3.1155 4.5393 -3.6228 0.0 -0.3 -0.1
H 1.0701 4.1991 -3.8927 0.2 0.1 -0.1
H 2.0936 2.8025 -3.9868 0.3 -0.2 0.3
H 1.7273 4.5136 -1.4049 -0.3 0.3 -0.4
H 2.4618 2.9957 -1.5121 -0.7 -0.7 0.2
H -0.3283 3.6248 -2.0779 0.1 0.2 0.0
H 2.9918 5.3367 -3.0992 0.1 0.1 -0.1
```
Forces are in eV/Å.